{"formula": "C12H9Cl5CrNO5", "method": "ωB97M-V with the def2-TZVPD basis set", "elements": ["Cr", "O", "C", "C", "N", "C", "C", "O", "O", "C", "C", "O", "O", "H", "H", "H", "H", "H", "H", "H", "H", "H", "Cl", "C", "C", "C", "Cl", "C", "Cl", "C", "Cl", "C", "Cl"], "positions_angstrom": [[0.811, -0.737, 0.344], [0.859, -0.270, -1.845], [0.319, 1.049, -1.979], [1.111, 2.067, -1.162], [1.294, 1.604, 0.204], [2.689, 1.592, 0.631], [3.426, 0.410, -0.040], [4.476, 0.608, -0.643], [2.831, -0.720, 0.093], [0.394, 2.153, 1.203], [0.216, 1.186, 2.415], [-0.207, 1.665, 3.459], [0.529, -0.038, 2.213], [1.812, -0.255, -2.020], [-0.708, 0.977, -1.617], [0.303, 1.339, -3.036], [0.592, 3.034, -1.201], [2.094, 2.213, -1.624], [2.710, 1.421, 1.709], [3.200, 2.538, 0.409], [-0.593, 2.289, 0.758], [0.731, 3.127, 1.584], [-2.883, 0.771, 0.037], [-2.602, -0.954, 0.054], [-1.293, -1.402, 0.128], [-1.149, -2.777, 0.103], [0.512, -3.394, 0.159], [-2.196, -3.691, 0.024], [-1.943, -5.394, 0.000], [-3.492, -3.178, -0.040], [-4.837, -4.253, -0.151], [-3.700, -1.798, -0.031], [-5.307, -1.179, -0.139]], "forces_ev_per_angstrom": [[-0.568, 0.242, 0.042], [0.092, -0.102, -0.134], [-0.023, 0.149, -0.099], [-0.057, -0.020, -0.133], [0.037, 0.138, 0.094], [0.145, -0.100, -0.113], [0.234, 0.334, 0.105], [-0.074, 0.002, 0.041], [-0.165, -0.024, -0.028], [-0.012, -0.131, 0.280], [0.001, 0.280, -0.043], [-0.004, 0.089, -0.048], [0.106, -0.118, 0.011], [-0.004, -0.028, -0.007], [0.063, -0.008, -0.021], [-0.022, -0.013, 0.070], [0.040, -0.020, -0.007], [-0.027, -0.038, 0.020], [0.012, 0.000, -0.008], [0.015, -0.076, -0.008], [-0.038, -0.015, 0.005], [-0.027, -0.048, 0.004], [-0.068, 0.101, 0.056], [0.341, 0.138, -0.029], [0.468, -0.144, 0.048], [-0.143, -0.257, -0.051], [-0.203, -0.287, -0.046], [-0.157, 0.301, 0.010], [0.114, -0.076, 0.007], [0.059, -0.056, -0.021], [-0.046, -0.037, 0.007], [-0.040, -0.206, -0.009], [-0.048, 0.029, 0.006]], "s_squared": 6.012, "e_homo_ev": [-4.30, -6.15], "total_charge": -1, "lumo_energy_ev": [2.5, 2.5], "homo_lumo_gap_ev": [6.75, 8.61], "multiplicity": 5}


{"formula": "C12H9CoN2S5Se3Te2", "method": "ωB97M-V with the def2-TZVPD basis set", "elements": ["Co", "Se", "Te", "Te", "Se", "S", "C", "S", "C", "C", "S", "S", "S", "N", "C", "C", "C", "N", "H", "H", "H", "H", "Se", "C", "C", "C", "C", "C", "C", "H", "H", "H", "H", "H"], "positions_angstrom": [[-0.235, -0.240, -0.707], [-0.667, -2.256, 0.674], [-2.464, -3.469, -0.602], [-1.449, -3.066, -3.053], [-1.347, -0.573, -2.864], [5.911, 1.773, -3.745], [4.512, 1.331, -2.965], [4.212, -0.230, -2.344], [2.607, 0.012, -1.715], [2.107, 1.293, -1.898], [0.586, 1.749, -1.404], [3.184, 2.375, -2.734], [1.730, -1.222, -0.996], [-2.729, 0.062, 0.564], [-3.703, 0.875, 0.986], [-3.264, 2.172, 0.795], [-1.976, 2.028, 0.255], [-1.668, 0.739, 0.129], [-2.606, -0.945, 0.615], [-4.611, 0.470, 1.409], [-3.774, 3.085, 1.059], [-1.248, 2.785, 0.010], [0.299, 1.843, 2.843], [1.462, 1.978, 4.352], [1.412, 1.082, 5.452], [2.255, 1.180, 6.558], [3.219, 2.188, 6.647], [3.304, 3.085, 5.581], [2.457, 2.980, 4.479], [0.677, 0.285, 5.408], [2.158, 0.454, 7.362], [3.879, 2.265, 7.505], [4.044, 3.880, 5.602], [2.550, 3.688, 3.663]], "forces_ev_per_angstrom": [[1.070, 0.114, -0.508], [0.056, -0.109, -0.226], [-0.161, -0.142, 0.080], [0.137, 0.028, -0.031], [0.300, 0.156, 0.761], [0.132, 0.046, -0.016], [-0.054, -0.100, -0.059], [0.236, -0.402, 0.042], [0.233, 1.990, -0.735], [1.701, -1.543, -0.335], [-1.361, -0.286, 0.461], [-0.170, 0.520, -0.077], [-1.065, -0.631, 0.426], [-0.122, 0.186, 0.048], [-0.047, -0.034, 0.034], [0.154, -0.196, -0.033], [0.000, 0.046, 0.170], [-0.800, 0.398, -0.073], [-0.235, -0.015, 0.124], [0.107, 0.087, -0.066], [0.079, -0.087, -0.040], [-0.125, -0.049, 0.027], [0.249, 0.050, 0.381], [0.445, 0.031, 0.670], [-0.060, 0.100, -0.231], [-0.009, 0.133, -0.206], [-0.306, -0.063, -0.357], [-0.161, -0.142, -0.050], [-0.223, -0.134, -0.142], [0.032, 0.011, 0.049], [-0.012, 0.032, -0.056], [-0.035, -0.004, -0.047], [-0.032, -0.023, -0.013], [0.048, 0.033, 0.029]], "e_homo_ev": [-1.07, -1.07], "total_charge": -2, "e_above_lowest_kj_mol": 7.4, "lumo_energy_ev": [3.6, 3.7], "homo_lumo_gap_ev": [4.71, 4.74]}


{"formula": "C12H9NO4S", "method": "ωB97M-V with the def2-TZVPD basis set", "elements": ["O", "O", "O", "N", "O", "C", "C", "C", "C", "C", "C", "C", "C", "C", "C", "C", "C", "S", "H", "H", "H", "H", "H", "H", "H", "H", "H"], "positions_angstrom": [[4.314, -1.233, 4.463], [0.548, -1.302, -2.596], [0.855, 1.140, -2.399], [1.231, 0.762, 0.485], [0.302, -0.111, -0.211], [3.626, -0.792, 3.539], [1.982, 0.308, 1.491], [3.744, 0.618, 3.092], [2.820, -1.694, 2.710], [3.010, 1.140, 2.078], [1.931, -1.141, 1.802], [-4.423, 0.427, -2.157], [-3.892, -0.406, -1.155], [-3.629, 1.095, -3.049], [-2.531, -0.607, -1.105], [-2.233, 0.963, -2.926], [-1.627, 0.067, -1.976], [0.246, -0.075, -1.822], [4.381, 1.251, 3.728], [2.752, -2.698, 2.905], [3.211, 2.150, 1.838], [1.304, -1.831, 1.267], [-5.469, 0.681, -2.180], [-4.482, -0.804, -0.310], [-4.159, 1.750, -3.816], [-2.288, -1.238, -0.239], [-1.522, 1.580, -3.455]], "forces_ev_per_angstrom": [[-0.967, 0.766, -0.797], [-0.099, 1.731, 3.044], [-0.984, -2.052, 2.058], [1.835, 1.371, 0.758], [1.164, -1.068, 1.488], [1.778, -0.919, 0.484], [-2.665, -2.106, -3.822], [-0.783, 0.645, 0.187], [-2.648, 3.650, -1.882], [0.599, -0.877, 1.972], [2.433, -0.822, 2.014], [-0.543, -0.349, 1.026], [-0.445, 0.804, -0.424], [0.508, 0.539, -0.858], [0.971, -0.165, 0.561], [1.478, -0.876, 0.957], [-1.525, 0.617, 0.332], [-1.281, 1.267, -5.149], [-0.023, -0.392, -0.668], [0.281, -2.280, 0.579], [-0.431, 0.842, -0.663], [-0.370, 0.339, -0.311], [-0.359, -0.340, 0.080], [0.093, 0.144, -0.922], [1.272, -0.800, 1.098], [0.886, 0.254, -0.658], [-0.174, 0.076, -0.485]], "e_homo_ev": -9.80, "lumo_energy_ev": -2.0, "homo_lumo_gap_ev": 7.81}